Formula: C2H9N5O
Source: the Open Molecules 2025 dataset
Level of theory: ωB97M-V with the def2-TZVPD basis set

Results
total energy: -11709.1102 eV
E_HOMO: -9.03 eV
Kohn-Sham gap: 9.57 eV
spin multiplicity: 1
energy above the lowest of the compared OMol25 structures with the same formula, charge and spin: 10.3993 eV
LUMO energy: 0.542 eV

XYZ file:
```
17
C2H9N5O (ωB97M-V with the def2-TZVPD basis set)
C 1.89636 -1.12920 0.34721
C -0.99292 0.14752 -0.09480
H 3.06326 -0.34976 -0.25896
H 1.50549 -0.27080 1.40688
H 2.53946 -2.27045 0.68311
H 0.86960 -0.59106 -1.16192
H -1.37709 -1.72519 -0.30486
H -1.11183 2.00128 -1.00005
H 1.56188 1.80203 0.12697
H 0.49459 2.35801 1.19953
H -3.84077 -0.74797 -0.14970
N 0.77064 -1.50204 -0.57354
N -0.52846 -1.17034 -0.07427
N -0.28199 1.37753 -0.62910
N 0.65303 2.34788 0.14095
N -2.22981 0.48254 0.12080
O -2.99144 -0.75999 0.22174
```



Formula: C2H9NO
Source: the Open Molecules 2025 dataset
Level of theory: ωB97M-V with the def2-TZVPD basis set

Results
total energy: -5755.7646 eV
E_HOMO (spin up / spin down): 1.35 / -5.07 eV
Kohn-Sham gap (spin up / spin down): 2.96 / 9.62 eV
spin multiplicity: 2
energy above the lowest of the compared OMol25 structures with the same formula, charge and spin: 0.1019 eV
LUMO energy (spin up / spin down): 4.306 / 4.546 eV
total charge: -1

XYZ file:
```
13
C2H9NO (ωB97M-V with the def2-TZVPD basis set)
C -1.19501 0.61855 -1.15733
N -0.20096 0.04050 -0.29096
C -0.15719 0.67048 1.01719
H -2.19562 0.27365 -0.90085
H -1.24097 1.72341 -1.10041
H -0.95838 0.36823 -2.20192
H 0.70444 0.15831 -0.74817
H 0.14529 1.71530 0.97950
H 0.47336 0.07605 1.67158
H -1.16030 0.60935 1.44545
H 2.54067 -2.51752 0.16455
H 1.36277 -1.52972 0.32759
O 1.88190 -2.20659 0.79377
```



Formula: C2H9NO
Source: the Open Molecules 2025 dataset
Level of theory: ωB97M-V with the def2-TZVPD basis set

Results
total energy: -5755.9344 eV
E_HOMO: -9.74 eV
Kohn-Sham gap: 10.64 eV
spin multiplicity: 1
energy above the lowest of the compared OMol25 structures with the same formula, charge and spin: 1.5888 eV
LUMO energy: 0.894 eV
SMILES: COC.N

XYZ file:
```
13
C2H9NO (ωB97M-V with the def2-TZVPD basis set)
C 1.31725 0.71814 -0.85199
O 0.33177 0.09984 0.05056
C 0.51419 -1.25848 0.45121
H 1.64121 1.68988 -0.50624
H 0.99203 0.95780 -1.82960
H 2.10958 -0.04782 -1.05284
H 1.53781 -1.43406 0.87872
H 0.44517 -1.91095 -0.49208
H -0.33057 -1.56460 1.10180
N -2.45281 0.60511 0.73153
H -2.05714 1.53724 0.68365
H -1.53819 0.21816 1.14629
H -2.51028 0.38972 -0.31101
```



Formula: C2H9NO
Source: the Open Molecules 2025 dataset
Level of theory: ωB97M-V with the def2-TZVPD basis set

Results
total energy: -5754.2118 eV
E_HOMO: -8.01 eV
Kohn-Sham gap: 8.91 eV
spin multiplicity: 1
energy above the lowest of the compared OMol25 structures with the same formula, charge and spin: 3.3113 eV
LUMO energy: 0.901 eV
SMILES: CN.CO

XYZ file:
```
13
C2H9NO (ωB97M-V with the def2-TZVPD basis set)
C -1.55590 0.72170 0.00708
N -1.24830 -0.72539 -0.13070
H -2.68201 0.75733 0.01865
H -1.29581 1.32330 1.02839
H -1.10090 1.14332 -0.79484
H -0.22099 -1.09400 -0.25882
H -1.60684 -1.28597 0.54000
C 1.59494 0.67569 -0.03352
O 1.14950 -0.74486 0.18503
H 1.29493 1.11650 0.82018
H 2.74775 0.98547 -0.21196
H 0.92742 0.97593 -0.97231
H 1.24428 -1.26958 -0.57595
```



Formula: C2H9NO
Source: the Open Molecules 2025 dataset
Level of theory: ωB97M-V with the def2-TZVPD basis set

Results
total energy: -5746.6844 eV
E_HOMO (spin up / spin down): -16.43 / -16.37 eV
Kohn-Sham gap (spin up / spin down): 12.97 / 7.14 eV
spin multiplicity: 2
energy above the lowest of the compared OMol25 structures with the same formula, charge and spin: 1.5959 eV
LUMO energy (spin up / spin down): -3.461 / -9.237 eV
total charge: +1

XYZ file:
```
13
C2H9NO (ωB97M-V with the def2-TZVPD basis set)
H 0.13077 -1.25215 -1.26240
O 0.81155 -2.24082 -1.53537
N -0.57908 -0.36296 -0.62605
H 1.66563 -2.03631 -1.36418
H -1.10822 0.16762 -1.32608
C 0.33859 0.35196 0.27727
H 1.16508 0.93468 -0.35587
H 0.94071 -0.40492 0.89025
H -1.31400 -0.76790 0.01470
C -0.39468 1.22706 1.14520
H 0.20990 2.12930 1.04507
H -1.47439 1.39949 0.99544
H -0.39185 0.85493 2.10202
```



Formula: C2H9NO2
Source: the Open Molecules 2025 dataset
Level of theory: ωB97M-V with the def2-TZVPD basis set

Results
total energy: -7802.8160 eV
E_HOMO (spin up / spin down): 0.17 / -2.66 eV
Kohn-Sham gap (spin up / spin down): 3.31 / 6.13 eV
spin multiplicity: 2
energy above the lowest of the compared OMol25 structures with the same formula, charge and spin: 0.7942 eV
LUMO energy (spin up / spin down): 3.482 / 3.469 eV
total charge: -1

XYZ file:
```
14
C2H9NO2 (ωB97M-V with the def2-TZVPD basis set)
C 0.15252 -0.90379 -1.00083
C 0.25948 1.07985 -2.27392
N -0.02028 0.52002 -1.07297
H -0.83456 -1.41322 -0.98602
H 0.66219 -1.22446 -0.07038
H 0.75488 -1.32729 -1.81085
H -0.42868 1.75610 -2.70536
H 0.99723 0.69160 -2.98479
H 0.14276 -0.82140 2.99029
H 1.01259 0.24296 3.75090
O 0.91549 -0.24820 2.93534
H -1.28201 0.99820 0.47598
H -0.74231 0.10413 1.45460
O -1.58930 0.54549 1.29800
```



Formula: C2H9NO2
Source: the Open Molecules 2025 dataset
Level of theory: ωB97M-V with the def2-TZVPD basis set

Results
total energy: -7802.8219 eV
E_HOMO: -9.11 eV
Kohn-Sham gap: 9.93 eV
spin multiplicity: 1
energy above the lowest of the compared OMol25 structures with the same formula, charge and spin: 1.9040 eV
LUMO energy: 0.817 eV
SMILES: CNCO.O

XYZ file:
```
14
C2H9NO2 (ωB97M-V with the def2-TZVPD basis set)
C 2.01556 -0.44833 -1.77149
N 0.65406 -0.87086 -2.32176
C -0.51236 -0.14299 -1.60075
O -0.40460 1.25061 -1.37018
H 2.23104 -1.25846 -1.13965
H 2.62107 -0.44365 -2.55899
H 1.80798 0.57005 -1.28451
H 0.59076 -1.78768 -1.97749
H -0.55694 -0.46063 -0.53276
H -1.45891 -0.73505 -1.81917
H -0.14266 1.59737 -2.25787
O -1.43799 0.18244 5.94581
H -2.32258 0.10339 6.35863
H -1.62662 0.59422 5.09250
```



Formula: C2H9NO3
Source: the Open Molecules 2025 dataset
Level of theory: ωB97M-V with the def2-TZVPD basis set

Results
total energy: -9852.7730 eV
E_HOMO: -9.64 eV
Kohn-Sham gap: 10.44 eV
spin multiplicity: 1
energy above the lowest of the compared OMol25 structures with the same formula, charge and spin: 0.8735 eV
LUMO energy: 0.792 eV
SMILES: CC(N)=O.O.O

XYZ file:
```
15
C2H9NO3 (ωB97M-V with the def2-TZVPD basis set)
C -1.16311 -2.21802 -0.07163
C -0.39388 -0.99716 -0.38449
N -1.07359 0.16468 -0.56123
O 0.82731 -1.04825 -0.34197
H -0.64268 -3.06930 0.34726
H -1.41205 -2.68670 -1.03852
H -2.15909 -2.13938 0.38059
H -0.56135 1.03496 -0.49288
H -1.90396 0.32718 -1.10469
O 0.44699 2.80498 -0.65196
H 1.27330 2.72675 -0.14779
H 0.84863 2.97045 -1.51278
O 1.13718 0.67990 1.76798
H 1.70513 -0.03366 1.46540
H 0.49311 0.17500 2.29284
```



Formula: C2H9NO3
Source: the Open Molecules 2025 dataset
Level of theory: ωB97M-V with the def2-TZVPD basis set

Results
total energy: -9842.0436 eV
E_HOMO (spin up / spin down): -14.41 / -14.41 eV
Kohn-Sham gap (spin up / spin down): 9.47 / 4.73 eV
spin multiplicity: 2
energy above the lowest of the compared OMol25 structures with the same formula, charge and spin: 1.2905 eV
LUMO energy (spin up / spin down): -4.943 / -9.682 eV
total charge: +1

XYZ file:
```
15
C2H9NO3 (ωB97M-V with the def2-TZVPD basis set)
O 2.13761 -1.77558 0.20576
C 1.04217 -1.58160 0.63986
C 0.34289 -0.27158 0.23413
N -0.54827 -0.52345 -0.84660
H 0.48759 -2.38479 1.15471
H -0.21197 0.17699 1.08172
H 1.08250 0.48113 -0.08435
H -1.11311 -1.37859 -0.87003
H -1.11192 0.29630 -1.08958
H 3.33127 -0.40786 -0.59911
H 4.62249 0.32195 -0.98487
O 3.69788 0.47188 -0.77521
H -5.24996 2.30890 0.22458
H -3.80270 2.08069 0.68594
O -4.70647 2.18561 1.02306
```



Formula: C2H9NO4
Source: the Open Molecules 2025 dataset
Level of theory: ωB97M-V with the def2-TZVPD basis set

Results
total energy: -11900.3533 eV
E_HOMO: -10.26 eV
Kohn-Sham gap: 10.78 eV
spin multiplicity: 1
energy above the lowest of the compared OMol25 structures with the same formula, charge and spin: 0.4760 eV
LUMO energy: 0.514 eV
SMILES: O=CNCO.O.O

XYZ file:
```
16
C2H9NO4 (ωB97M-V with the def2-TZVPD basis set)
O 1.51253 -0.09345 -1.36546
C 0.75675 0.82271 -1.12160
N 0.07248 0.96097 0.03519
C 0.25235 0.03283 1.14676
O -0.31594 -1.22643 0.98094
H 0.50880 1.66804 -1.79344
H -0.53892 1.74988 0.14224
H 1.33102 -0.04930 1.27802
H -0.21908 0.46595 2.01805
H 0.29817 -1.80145 0.49584
O -2.87374 1.85410 0.10019
H -3.12779 1.37338 0.89462
H -3.26057 1.37086 -0.63718
O 1.79330 -2.72591 -0.60111
H 2.50525 -2.15484 -0.29594
H 1.30538 -2.24734 -1.27712
```